2 unconnected molecules or ions with the total composition C33H57NO9S2 at a distorted geometry, computed with ωB97M-V/def2-TZVPD.

Computed properties:
- multiplicity = 1
- largest force on an atom (eV/Å) = 2.502
- SMILES = COCCCCCCCCCCN(COc1cc(C)ccc1C(C)C)C(=O)OSCC(=O)OC[C@H](C)OC(=O)CS.CC(C)O
- frontier orbital gap (hartree) = 0.33542
- lowest unoccupied orbital energy (eV) = 0.37
- E_tot (a.u.) = -2819.7435

Geometry as XYZ:
```
102
C33H57NO9S2 ωB97M-V/def2-TZVPD
C 3.870 3.139 2.662
O 2.957 3.851 3.496
C 1.755 4.172 2.786
C 0.734 2.968 2.770
C 0.791 2.095 4.093
C 1.541 0.711 3.843
C 0.459 -0.334 3.399
C 1.098 -1.694 2.875
C 2.033 -1.297 1.676
C 2.345 -2.429 0.634
C 1.152 -3.379 0.249
C -0.177 -2.695 -0.229
N -0.088 -2.245 -1.667
C 0.280 -0.819 -1.675
O 1.015 -0.460 -2.845
C 1.384 0.879 -2.770
C 2.314 1.310 -1.731
C 2.778 2.663 -1.607
C 3.794 3.143 -0.540
C 2.259 3.634 -2.549
C 1.350 3.208 -3.567
C 0.882 1.842 -3.720
C -0.073 1.537 -4.903
C -1.200 0.477 -4.580
C 0.711 1.120 -6.206
C -1.421 -2.447 -2.237
O -1.480 -3.114 -3.221
O -2.599 -1.900 -1.719
S -3.673 -1.619 -3.024
C -4.235 0.138 -2.883
C -5.150 0.376 -1.624
O -4.751 -0.001 -0.568
O -6.386 0.986 -1.817
C -6.414 2.252 -1.102
C -7.187 2.033 0.260
C -8.116 3.273 0.600
O -6.204 1.958 1.304
C -6.383 0.861 2.100
O -7.436 0.407 2.432
C -5.087 0.154 2.647
S -3.715 1.398 2.578
H 4.461 2.372 3.218
H 3.296 2.600 1.859
H 4.574 3.848 2.161
H 2.004 4.484 1.740
H 1.290 5.039 3.309
H 1.003 2.318 1.901
H -0.291 3.374 2.581
H -0.262 1.847 4.378
H 1.291 2.634 4.928
H 1.982 0.376 4.809
H 2.321 0.918 3.079
H -0.171 0.090 2.572
H -0.211 -0.576 4.256
H 1.711 -2.120 3.708
H 0.240 -2.348 2.607
H 1.627 -0.353 1.239
H 3.021 -1.023 2.136
H 3.260 -3.034 0.919
H 2.643 -1.903 -0.320
H 0.936 -4.010 1.145
H 1.482 -4.047 -0.580
H -0.959 -3.503 -0.223
H -0.573 -1.887 0.433
H 0.849 -0.600 -0.745
H -0.678 -0.223 -1.603
H 2.704 0.584 -0.982
H 4.762 3.439 -1.017
H 3.433 4.055 -0.001
H 3.995 2.335 0.206
H 2.594 4.687 -2.486
H 0.986 3.956 -4.299
H -0.600 2.498 -5.138
H -1.211 0.136 -3.525
H -2.198 0.961 -4.756
H -1.122 -0.349 -5.320
H 0.072 1.266 -7.114
H 1.050 0.057 -6.127
H 1.625 1.767 -6.278
H -4.848 0.395 -3.776
H -3.339 0.785 -2.768
H -5.385 2.659 -0.923
H -6.971 2.972 -1.749
H -7.789 1.109 0.128
H -7.579 4.210 0.324
H -9.084 3.150 0.054
H -8.243 3.270 1.706
H -5.298 -0.099 3.713
H -4.846 -0.753 2.047
H -3.065 1.148 1.392
C 6.262 -5.560 0.928
C 4.907 -5.902 1.526
C 4.597 -7.384 1.383
O 3.891 -5.138 0.875
H 6.283 -5.789 -0.142
H 6.467 -4.492 1.028
H 7.063 -6.117 1.419
H 4.891 -5.624 2.582
H 4.563 -7.674 0.328
H 3.618 -7.614 1.807
H 5.349 -7.995 1.888
H 3.893 -5.376 -0.060
```


A molecular structure, C33H58F18NO17P3Si2 at a distorted geometry, computed with ωB97M-V/def2-TZVPD.

Computed properties:
- multiplicity = 1
- largest force on an atom (eV/Å) = 6.563
- frontier orbital gap (hartree) = 0.30272
- lowest unoccupied orbital energy (eV) = 0.18
- E_tot (a.u.) = -6026.7571

Geometry as XYZ:
```
132
C33H58F18NO17P3Si2 ωB97M-V/def2-TZVPD
C 4.668 2.105 -0.655
C 3.957 0.848 -1.159
P 5.092 -0.618 -1.102
C 4.619 -1.465 0.466
Si 4.474 -1.920 -2.790
O 2.854 -2.376 -2.859
Si 2.019 -3.411 -1.917
C 0.239 -3.497 -2.468
C -0.231 -2.313 -3.356
C -1.311 -1.442 -2.694
C -2.753 -1.719 -3.124
O -3.336 -0.507 -3.553
C -4.737 -0.590 -3.689
P 2.960 -5.498 -1.931
N 3.977 -5.725 -3.066
O 3.504 -5.764 -0.438
O 1.687 -6.496 -2.015
P 4.939 -0.656 -4.618
C 3.205 -0.198 -5.049
O 5.318 -1.778 -5.773
H 5.440 2.422 -1.354
H 3.970 2.934 -0.513
H 5.150 1.918 0.307
H 3.588 0.983 -2.179
H 3.106 0.617 -0.509
H 4.902 -2.518 0.401
H 3.549 -1.401 0.674
H 5.178 -1.013 1.286
H 5.350 -3.109 -2.761
H 2.078 -2.949 -0.498
H 0.065 -4.450 -2.975
H -0.368 -3.543 -1.556
H 0.610 -1.677 -3.638
H -0.623 -2.720 -4.293
H -1.121 -0.393 -2.934
H -1.239 -1.556 -1.608
H -2.785 -2.444 -3.950
H -3.332 -2.101 -2.272
H -5.067 0.288 -4.243
H -5.040 -1.487 -4.248
H -5.221 -0.606 -2.712
H 4.911 -6.002 -2.795
H 2.910 -5.450 0.254
H 1.644 -6.875 -2.903
H 3.180 0.765 -5.560
H 2.581 -0.149 -4.153
H 2.759 -0.960 -5.694
H 4.609 -2.401 -5.969
C -5.068 1.313 1.433
C -6.527 0.927 1.435
O -7.240 1.624 0.375
C -7.034 1.095 -0.813
O -6.342 0.156 -1.073
C -7.810 1.847 -1.925
F -7.770 3.171 -1.763
F -9.090 1.459 -1.926
F -7.254 1.548 -3.096
H -4.963 2.393 1.540
H -4.566 0.829 2.271
H -4.586 1.007 0.506
H -7.034 1.209 2.352
H -6.653 -0.145 1.286
C -2.823 -6.862 -1.017
C -4.124 -6.127 -1.242
O -4.761 -5.786 0.014
C -4.309 -4.702 0.614
O -3.433 -3.976 0.248
C -5.123 -4.434 1.907
F -5.304 -5.552 2.611
F -6.324 -3.939 1.581
F -4.492 -3.548 2.669
H -2.986 -7.749 -0.405
H -2.408 -7.172 -1.976
H -2.095 -6.224 -0.517
H -4.856 -6.750 -1.751
H -3.979 -5.215 -1.820
C 7.865 8.120 -1.205
C 7.629 7.064 -2.259
O 8.185 5.789 -1.858
C 7.441 5.063 -1.043
O 6.363 5.328 -0.601
C 8.151 3.717 -0.744
F 9.447 3.897 -0.479
F 8.044 2.914 -1.809
F 7.582 3.125 0.298
H 8.929 8.205 -0.983
H 7.507 9.083 -1.566
H 7.336 7.878 -0.285
H 8.144 7.300 -3.187
H 6.568 6.934 -2.471
C 0.326 -2.622 -0.155
C 0.403 -1.139 -0.434
O -0.490 -0.395 0.434
C -0.051 -0.106 1.640
O 1.008 -0.375 2.129
C -1.124 0.728 2.390
F -2.335 0.195 2.224
F -1.136 1.973 1.898
F -0.853 0.786 3.689
H -0.702 -2.974 -0.249
H 0.946 -3.158 -0.874
H 0.683 -2.852 0.848
H 0.057 -0.900 -1.437
H 1.414 -0.752 -0.310
C -7.137 6.818 2.731
C -7.876 5.515 2.536
O -7.193 4.422 3.200
C -7.421 4.289 4.494
O -8.120 4.954 5.195
C -6.665 3.038 5.011
F -5.417 2.991 4.537
F -7.312 1.942 4.578
F -6.624 3.017 6.333
H -6.107 6.728 2.385
H -7.629 7.604 2.159
H -7.128 7.109 3.780
H -7.901 5.217 1.491
H -8.897 5.568 2.910
C 2.598 1.437 5.101
C 3.054 0.078 4.624
O 4.497 0.033 4.478
C 5.187 -0.179 5.580
O 4.777 -0.346 6.690
C 6.701 -0.238 5.243
F 7.058 0.745 4.412
F 6.981 -1.408 4.652
F 7.425 -0.140 6.351
H 2.951 2.215 4.424
H 1.509 1.464 5.127
H 2.975 1.653 6.101
H 2.661 -0.139 3.637
H 2.742 -0.711 5.307
```


6 unconnected molecules or ions with the total composition C33H58F4NO18 at a distorted geometry, computed with ωB97M-V/def2-TZVPD.

Computed properties:
- multiplicity = 1
- largest force on an atom (eV/Å) = 5.733
- net charge = +1
- frontier orbital gap (hartree) = 0.26261
- lowest unoccupied orbital energy (eV) = -4.94
- E_tot (a.u.) = -3100.2848

Geometry as XYZ:
```
114
C33H58F4NO18 ωB97M-V/def2-TZVPD
C -5.219 -0.996 -3.011
C -4.072 0.075 -3.379
O -2.880 -0.036 -2.546
C -2.324 -1.381 -2.664
C -0.789 -1.439 -2.117
O -0.706 -2.635 -1.306
C 0.535 -2.719 -0.579
C 0.460 -1.694 0.652
C 1.784 -1.350 1.389
C 1.714 -0.314 2.565
C 0.316 0.302 2.942
C 0.356 1.397 4.137
C 0.838 2.821 3.565
O 0.452 2.896 2.180
C 2.371 3.180 3.860
F 3.156 3.428 2.708
F 3.068 2.227 4.645
F 2.398 4.403 4.618
N -0.902 -0.060 2.241
F -2.068 0.511 2.616
C -0.835 -1.013 1.161
H -6.271 -0.679 -3.317
H -5.172 -1.169 -1.875
H -4.901 -1.994 -3.491
H -4.526 1.126 -3.216
H -3.840 -0.006 -4.495
H -2.929 -2.074 -1.975
H -2.290 -1.723 -3.753
H -0.026 -1.392 -2.972
H -0.659 -0.456 -1.516
H 0.690 -3.784 -0.154
H 1.432 -2.517 -1.280
H 2.798 -1.819 1.113
H 2.643 0.008 3.137
H 0.923 1.021 5.052
H -0.747 1.510 4.463
H 0.208 3.620 4.114
H 1.140 2.529 1.581
H -1.809 -1.284 0.622
C 6.892 -0.976 -3.048
C 5.526 -1.232 -3.656
O 4.480 -0.745 -2.801
C 4.289 0.585 -2.823
O 4.901 1.381 -3.490
O 3.310 0.880 -1.947
C 3.073 2.280 -1.798
H 6.946 -1.388 -2.036
H 7.676 -1.430 -3.658
H 7.097 0.093 -2.967
H 5.370 -2.308 -3.758
H 5.440 -0.797 -4.656
H 2.892 2.757 -2.763
H 3.918 2.748 -1.289
H 2.182 2.405 -1.179
C 12.288 -3.165 -7.567
C 10.920 -3.417 -8.170
O 9.879 -2.928 -7.312
C 9.691 -1.599 -7.332
O 10.303 -0.803 -8.002
O 8.716 -1.302 -6.453
C 8.482 0.097 -6.302
H 12.344 -3.578 -6.556
H 13.069 -3.621 -8.179
H 12.496 -2.097 -7.486
H 10.760 -4.493 -8.273
H 10.832 -2.981 -9.170
H 8.299 0.577 -7.266
H 9.330 0.563 -5.795
H 7.594 0.225 -5.681
C -3.042 3.271 2.898
C -4.408 3.017 2.287
O -5.448 3.505 3.140
C -5.637 4.835 3.120
O -5.022 5.631 2.450
O -6.608 5.130 3.998
C -6.843 6.530 4.152
H -2.992 2.858 3.911
H -2.257 2.816 2.290
H -2.837 4.339 2.979
H -4.566 1.940 2.184
H -4.492 3.451 1.287
H -7.028 7.010 3.189
H -5.995 6.996 4.658
H -7.730 6.654 4.775
C -5.901 -7.246 -4.160
C -6.099 -7.158 -2.659
O -4.853 -7.303 -1.964
C -4.060 -6.222 -1.965
O -4.307 -5.157 -2.483
O -2.927 -6.533 -1.311
C -1.953 -5.494 -1.327
H -5.374 -8.167 -4.424
H -6.863 -7.227 -4.678
H -5.296 -6.416 -4.530
H -6.739 -7.979 -2.328
H -6.595 -6.226 -2.370
H -2.371 -4.553 -0.964
H -1.554 -5.374 -2.336
H -1.137 -5.787 -0.664
C -5.831 2.964 6.944
C -5.350 4.372 7.238
O -4.882 4.485 8.589
C -3.663 3.974 8.822
O -2.942 3.447 8.006
O -3.392 4.124 10.129
C -2.160 3.531 10.535
H -6.578 2.652 7.679
H -6.270 2.908 5.945
H -5.011 2.245 6.999
H -6.185 5.069 7.137
H -4.576 4.691 6.534
H -1.328 3.882 9.921
H -2.238 2.443 10.492
H -1.972 3.824 11.569
```


A molecular structure, C33H58I2NO12P2S at a distorted geometry, computed with ωB97M-V/def2-TZVPD.

Computed properties:
- multiplicity = 1
- largest force on an atom (eV/Å) = 1.991
- net charge = -1
- frontier orbital gap (hartree) = 0.22085
- lowest unoccupied orbital energy (eV) = 2.03
- E_tot (a.u.) = -3926.0872

Geometry as XYZ:
```
109
C33H58I2NO12P2S ωB97M-V/def2-TZVPD
C -6.086 -1.779 -2.508
C -6.560 -2.703 -1.406
C -7.099 -4.068 -1.696
C -6.506 -2.284 -0.081
C -5.156 -2.176 0.637
C -5.336 -2.402 2.149
C -5.209 -1.124 2.985
C -6.017 0.037 2.414
C -3.687 -0.811 3.221
C -3.165 0.478 2.573
P -1.278 0.392 2.349
S -1.645 -1.020 0.606
C -1.257 1.954 1.167
I -1.450 1.624 -0.966
C -1.132 3.240 1.488
C -1.072 4.409 0.536
I -0.981 3.860 3.519
P 1.016 0.168 2.140
N 1.498 -1.329 2.184
O 1.622 0.894 0.796
O 1.736 0.899 3.411
H -6.737 -1.913 -3.374
H -5.069 -1.996 -2.844
H -6.159 -0.758 -2.158
H -6.363 -4.821 -1.415
H -8.011 -4.217 -1.101
H -7.333 -4.169 -2.762
H -7.403 -1.970 0.452
H -4.575 -3.007 0.243
H -4.611 -1.252 0.415
H -4.613 -3.158 2.457
H -6.315 -2.862 2.320
H -5.634 -1.349 3.969
H -5.741 0.309 1.399
H -7.069 -0.270 2.382
H -5.986 0.895 3.084
H -3.543 -0.703 4.299
H -3.119 -1.684 2.903
H -3.419 1.306 3.235
H -3.575 0.619 1.572
H -1.168 -0.796 3.161
H -1.011 1.158 3.528
H -0.426 -1.305 0.126
H -0.070 4.420 0.116
H -1.203 5.346 1.077
H -1.849 4.359 -0.219
H 0.717 -1.970 2.249
H 2.522 1.181 0.993
H 2.378 0.245 3.720
O -4.875 1.608 -3.188
C -4.291 1.029 -4.052
O -4.484 -0.289 -4.317
C -3.572 -0.727 -5.336
C -3.165 0.536 -6.083
C -3.226 1.589 -4.977
H -2.722 -1.213 -4.851
H -4.073 -1.451 -5.975
H -2.195 0.454 -6.568
H -3.906 0.767 -6.850
H -2.288 1.662 -4.424
H -3.517 2.567 -5.350
O 6.361 -5.511 0.445
C 6.018 -4.370 0.598
O 6.714 -3.335 0.075
C 6.129 -2.086 0.510
C 4.697 -2.423 0.889
C 4.834 -3.856 1.390
H 6.708 -1.715 1.359
H 6.192 -1.362 -0.300
H 4.267 -1.739 1.617
H 4.064 -2.404 0.002
H 5.081 -3.897 2.452
H 3.948 -4.451 1.189
O 4.023 -4.428 -4.991
C 4.787 -5.036 -4.301
O 4.544 -5.325 -3.005
C 5.693 -5.969 -2.411
C 6.463 -6.558 -3.585
C 6.158 -5.558 -4.698
H 6.271 -5.223 -1.874
H 5.358 -6.725 -1.708
H 7.524 -6.685 -3.378
H 6.052 -7.534 -3.848
H 6.860 -4.723 -4.704
H 6.121 -6.024 -5.679
O 5.241 -0.131 4.398
C 5.057 1.029 4.625
O 4.547 1.881 3.710
C 4.536 3.221 4.226
C 4.567 3.064 5.739
C 5.375 1.778 5.906
H 5.415 3.746 3.844
H 3.641 3.728 3.876
H 4.989 3.926 6.252
H 3.554 2.912 6.114
H 6.449 1.966 5.944
H 5.066 1.202 6.774
O -0.259 8.340 0.457
C 0.320 7.938 -0.507
O 0.442 6.622 -0.801
C 1.279 6.446 -1.955
C 1.226 7.776 -2.695
C 1.054 8.768 -1.547
H 2.288 6.198 -1.615
H 0.896 5.619 -2.548
H 2.102 7.957 -3.315
H 0.346 7.805 -3.339
H 2.011 9.083 -1.130
H 0.465 9.635 -1.831
```